{
  "formula": "C14H30CrN3O2PSi",
  "method": "ωB97M-V/def2-TZVPD",
  "e_lumo_ev": [-7.24, -7.37],
  "charge": 2,
  "largest_force_ev_per_a": 6.56,
  "e_tot_ha": -2540.89281,
  "homo_lumo_gap_ev": [6.49, 6.30],
  "elements": ["Cr", "Si", "P", "N", "H", "C", "H", "H", "H", "C", "H", "H", "H", "C", "H", "H", "H", "C", "H", "H", "H", "H", "H", "C", "C", "C", "C", "C", "C", "H", "H", "H", "H", "H", "C", "O", "C", "H", "H", "H", "C", "H", "H", "H", "N", "C", "N", "O", "H", "H", "H", "H"],
  "positions_angstrom": [[-0.29362, 0.23232, 0.46863], [1.76952, 0.51337, -1.08210], [0.21123, 0.62217, -2.74338], [-0.64675, -1.41504, -0.20617], [0.26258, 1.67653, 0.82557], [-1.60388, 0.46675, -2.62731], [-2.01683, 0.32824, -3.63699], [-2.03972, 1.35841, -2.16155], [-1.85159, -0.39379, -1.99283], [0.48333, 2.12766, -3.72251], [0.03042, 1.98323, -4.71472], [1.55826, 2.32572, -3.84041], [0.01273, 2.99421, -3.23631], [0.67365, -0.77980, -3.80430], [0.23456, -0.62658, -4.80278], [0.29216, -1.71705, -3.37256], [1.76573, -0.85194, -3.88667], [2.57681, 2.13131, -0.58800], [2.21696, 2.42773, 0.40811], [2.39885, 2.93932, -1.30980], [3.65808, 1.92194, -0.52752], [1.57190, -0.14182, 0.26645], [2.82180, -0.39438, -1.61741], [-0.45250, -2.70396, -0.34017], [-1.34196, -4.99102, -0.29976], [-1.52121, -3.63509, -0.09507], [0.81196, -3.24717, -0.76334], [0.96176, -4.60795, -0.97495], [-0.10582, -5.48740, -0.74521], [-2.17006, -5.67778, -0.11459], [-2.47243, -3.22058, 0.24669], [1.64195, -2.55061, -0.91991], [1.92285, -4.99207, -1.32123], [0.02806, -6.55766, -0.91212], [-0.99260, 2.47498, 0.73102], [-1.78123, 1.43078, 0.28805], [-1.46002, 3.01329, 2.06584], [-0.81741, 3.81684, 2.44345], [-1.53035, 2.22220, 2.82748], [-2.47436, 3.42469, 1.92853], [-0.72272, 3.59269, -0.25885], [-1.57283, 3.73803, -0.94898], [0.19070, 3.41012, -0.84712], [-0.55840, 4.54254, 0.27213], [1.12550, -0.14367, 4.39211], [0.13592, -0.13942, 3.48377], [-1.14336, -0.27422, 3.92024], [0.39405, 0.01796, 2.25970], [0.93628, -0.32725, 5.36574], [2.08112, -0.05075, 4.05938], [-1.87450, -0.32662, 3.22849], [-1.32474, -0.46960, 4.89783]]
}